# 1
91
Properties=species:S:1:pos:R:3:forces:R:3:mulliken_spin:R:1 method="wB97M-V/def2-TZVPD" homo_energy_ev="-0.184 / -2.001" multiplicity=4 total_charge=-2
Pt 1.257 -1.059 -2.445 -0.3 0.3 -0.1 1.306
I 1.350 -1.338 -5.446 0.1 -0.1 0.0 0.113
C 2.308 -3.170 -5.023 0.0 0.0 0.1 -0.105
C 2.624 -3.910 -6.128 0.0 0.0 -0.1 0.009
C 3.279 -5.151 -5.999 0.0 0.0 0.0 0.007
C 3.602 -5.608 -4.758 0.0 0.0 0.0 0.003
C 3.286 -4.858 -3.597 0.0 0.0 0.0 -0.011
C 3.644 -5.369 -2.328 0.0 0.0 0.0 0.012
C 3.342 -4.657 -1.203 0.0 0.0 0.0 0.001
C 2.674 -3.422 -1.301 0.0 0.0 0.0 0.057
C 2.285 -2.852 -2.501 0.1 0.0 0.0 0.194
C 2.612 -3.596 -3.693 0.0 0.0 0.0 -0.137
H 2.372 -3.536 -7.112 0.0 0.0 0.0 0.006
H 3.519 -5.726 -6.886 0.0 0.0 0.0 0.000
H 4.111 -6.559 -4.631 0.0 0.0 0.0 0.000
H 4.155 -6.325 -2.278 0.0 0.0 0.0 0.000
H 3.612 -5.041 -0.225 0.0 0.0 0.0 -0.001
H 2.448 -2.884 -0.387 0.0 0.0 0.0 0.026
C 3.669 0.943 0.214 0.0 0.0 0.0 0.036
C 2.736 0.160 -0.693 0.0 0.0 0.0 -0.062
O 3.015 0.215 -1.971 0.0 0.0 0.0 0.176
N 1.725 -0.520 -0.286 0.1 -0.2 0.0 0.173
Te 1.383 -1.042 2.015 -0.1 0.1 0.0 0.031
C 0.739 -1.276 4.199 0.1 -0.1 0.0 0.024
C 1.468 -0.659 5.227 0.0 0.0 0.0 -0.003
C 2.607 0.306 4.971 0.0 0.0 0.0 0.007
C 1.166 -0.907 6.572 0.0 0.0 0.0 0.003
C 0.149 -1.764 6.946 0.0 0.0 0.0 -0.003
C -0.168 -2.029 8.396 0.0 0.0 0.0 0.000
C -0.573 -2.386 5.932 0.0 0.0 0.0 0.001
C -0.293 -2.159 4.589 0.0 0.0 0.0 -0.011
C -1.113 -2.896 3.562 0.0 0.0 0.0 0.002
C -0.514 -0.175 1.588 0.0 0.0 0.0 0.011
C -1.420 -0.819 0.733 0.0 0.0 0.0 -0.003
C -1.123 -2.123 0.047 0.0 0.1 0.0 -0.158
C -2.647 -0.209 0.463 0.1 0.0 0.0 0.001
C -2.997 1.018 0.999 0.0 0.0 0.0 -0.003
C -4.316 1.668 0.673 0.0 0.0 0.0 0.001
C -2.080 1.649 1.828 0.0 0.0 0.0 0.011
C -0.847 1.079 2.127 0.0 0.0 0.0 -0.016
C 0.098 1.856 3.003 0.0 0.0 0.0 0.001
H 4.308 1.586 -0.392 0.0 0.0 0.0 -0.003
H 4.297 0.263 0.794 0.0 0.0 0.0 0.001
H 3.099 1.547 0.921 0.0 0.0 0.0 0.000
H 2.736 0.512 3.912 0.0 0.0 0.0 -0.001
H 3.549 -0.097 5.355 0.0 0.0 0.0 0.000
H 2.427 1.254 5.488 0.0 0.0 0.0 0.000
H 1.749 -0.406 7.343 0.0 0.0 0.0 0.000
H 0.468 -1.430 9.051 0.0 0.0 0.0 0.000
H -0.014 -3.081 8.653 0.0 0.0 0.0 0.000
H -1.209 -1.789 8.627 0.0 0.0 0.0 0.000
H -1.377 -3.070 6.196 0.0 0.0 0.0 0.000
H -1.829 -3.568 4.042 0.0 0.0 0.0 0.000
H -0.469 -3.481 2.903 0.0 0.0 0.0 -0.002
H -1.663 -2.203 2.924 0.0 0.0 0.0 0.000
H -0.531 -2.792 0.669 0.0 0.0 0.0 0.015
H -0.524 -1.920 -0.846 0.0 -0.1 0.0 0.154
H -2.045 -2.620 -0.259 0.0 0.0 0.0 -0.024
H -3.342 -0.717 -0.201 0.0 0.0 0.0 0.000
H -4.933 1.013 0.058 0.0 0.0 0.0 0.000
H -4.167 2.599 0.120 0.0 0.0 0.0 -0.002
H -4.877 1.909 1.580 0.0 0.0 0.0 -0.001
H -2.321 2.624 2.243 0.0 0.0 0.0 0.000
H -0.309 2.846 3.218 0.0 0.0 0.0 0.000
H 1.067 1.972 2.513 0.0 0.0 0.0 0.000
H 0.276 1.341 3.948 0.0 0.0 0.0 0.000
C 0.042 0.582 -2.564 0.1 -0.1 -0.1 0.646
C -0.606 1.623 -2.730 -0.1 -0.1 0.1 -0.081
C -1.333 2.795 -2.870 0.1 0.1 0.0 0.178
C -2.777 2.703 -3.098 0.0 0.0 0.0 0.051
C -3.506 3.664 -3.817 0.0 0.0 0.0 0.085
C -4.867 3.516 -4.044 0.0 0.0 0.0 -0.052
C -5.547 2.405 -3.565 0.0 0.0 0.0 0.096
C -4.837 1.433 -2.867 0.1 0.0 0.0 -0.061
C -3.479 1.574 -2.641 0.0 0.0 -0.1 0.048
C -0.618 4.068 -2.777 0.0 0.0 0.0 -0.005
C -1.247 5.283 -2.457 0.0 0.0 0.0 0.091
C -0.523 6.460 -2.336 0.0 0.0 0.0 -0.058
C 0.853 6.467 -2.523 0.0 0.0 0.0 0.108
C 1.496 5.267 -2.814 0.0 0.0 0.0 -0.060
C 0.780 4.090 -2.934 0.1 0.0 0.0 0.097
H -2.990 4.520 -4.233 0.0 0.0 0.0 0.005
H -5.396 4.273 -4.613 0.0 0.0 0.0 -0.003
H -6.611 2.292 -3.740 0.0 0.0 0.0 0.010
H -5.347 0.554 -2.491 0.0 0.0 0.0 -0.002
H -2.924 0.813 -2.104 0.0 0.0 0.0 0.038
H -2.311 5.299 -2.264 0.0 0.0 0.0 0.009
H -1.040 7.377 -2.075 0.0 0.0 0.0 -0.003
H 1.418 7.386 -2.425 0.0 0.0 0.0 0.011
H 2.572 5.243 -2.940 0.0 0.0 0.0 -0.003
H 1.293 3.154 -3.129 0.0 0.0 0.0 0.020



# 2
9
Properties=species:S:1:pos:R:3:forces:R:3:nbo_charge:R:1 method="wB97M-V/def2-TZVPD" homo_energy_ev=-9.051 total_charge=0
C -1.064 0.373 0.067 3.3 -1.3 0.9 -0.582
C 0.463 0.013 -0.056 -1.5 1.6 0.3 -0.361
C 0.674 -1.376 -0.392 1.5 -0.1 0.5 0.231
N 1.023 -2.468 -0.492 -0.5 0.1 -0.3 -0.254
S 1.503 1.321 -0.745 -0.1 -0.5 0.4 0.162
S 1.420 0.829 1.298 0.1 -0.7 -0.9 0.141
H -1.467 -0.516 0.456 -1.2 -0.8 0.7 0.218
H -1.458 0.619 -0.834 -1.2 0.5 -2.8 0.216
H -1.094 1.204 0.697 -0.5 1.1 1.2 0.228



Energy above the lowest of the compared OMol25 structures with the same formula, charge and spin (computed, kcal per mole): 1.5 14.1